Record 1
Below is the ion C3H5O5S with charge -1, with properties calculated with wB97M-V/def2-TZVPD.

Geometry as XYZ:
```
14
Properties=species:S:1:pos:R:3:forces:R:3:lowdin_charge:R:1
H 2.131 -0.306 -1.008 -0.11 -0.01 -0.10 0.0889
H -0.273 -0.269 -1.394 0.08 -0.18 0.11 0.0933
O 1.807 1.721 1.156 0.08 0.12 0.19 0.0859
O -2.899 0.418 0.804 -0.21 0.04 0.06 -0.3633
O -1.028 -1.018 1.441 0.16 -0.08 0.09 -0.3627
H 2.681 -0.528 0.651 0.05 -0.03 0.02 0.0828
C 1.212 0.946 0.455 -0.04 0.15 -0.33 -0.5454
C 1.805 -0.369 0.030 0.16 -0.09 0.23 -0.0021
H 1.119 -1.196 0.161 -0.20 -0.10 -0.02 0.0711
O -2.376 -1.583 -0.522 -0.15 -0.01 -0.02 -0.3800
C -0.817 0.400 -0.733 -0.09 0.21 -0.17 -0.2382
H -1.504 0.989 -1.333 0.04 0.13 -0.09 0.1029
O 0.044 1.336 -0.087 -0.20 -0.13 0.15 -0.0156
S -1.902 -0.543 0.379 0.43 -0.03 -0.12 0.3825
```
Positions in Å, forces in eV/Å.

Summary:
- Total charge: -1
- Energy relative to the best compared isomer or geometry (same formula, charge and spin): 0.00 kcal per mole
- Multiplicity: 1
- Gap between HOMO and LUMO: 9.02 eV
- SMILES: CC(=O)OCS(=O)(=O)[O-]

=====

Record 2
Below is a structure of composition C3H5O5Yb at a distorted geometry, with properties calculated with wB97M-V/def2-TZVPD.

Geometry as XYZ:
```
14
Properties=species:S:1:pos:R:3:forces:R:3:lowdin_spin:R:1
O -0.562 1.659 3.502 0.96 -1.79 -1.76 0.0114
H -5.697 2.846 1.683 0.14 -0.29 0.17 0.0251
C -3.520 2.673 1.702 -2.14 -0.83 0.82 0.5249
C -4.958 2.260 2.263 1.47 2.24 -0.24 0.0738
Yb -3.570 -0.470 2.268 0.57 2.93 0.62 0.9119
O -1.492 0.560 1.785 -1.59 3.69 -4.78 0.0606
O -5.191 0.916 2.121 2.20 -3.52 0.28 0.1285
H -4.996 2.615 3.311 -0.07 -0.28 -0.38 0.0010
O -1.329 -0.429 3.669 -0.55 -2.07 -0.73 0.0061
H -1.942 2.988 3.019 -2.86 1.93 -1.92 0.0342
H -3.468 2.681 0.606 0.38 0.32 0.06 0.0344
O -2.813 3.516 2.451 3.68 -2.07 1.81 0.1717
C -0.859 0.540 3.014 -3.22 4.37 4.08 0.0043
H -1.658 1.683 1.337 1.03 -4.61 1.99 0.0123
```
Positions in Å, forces in eV/Å.

Summary:
- Total charge: +1
- <S²>: 2.01
- Multiplicity: 3
- Gap between HOMO and LUMO (spin up / spin down): 5.82 / 6.00 eV

=====

Record 3
Below is a cluster of 2 separate species, C3H5P3 in total at a distorted geometry, with properties calculated with wB97M-V/def2-TZVPD.

Geometry as XYZ:
```
11
Properties=species:S:1:pos:R:3:forces:R:3:lowdin_charge:R:1
H -2.190 2.015 1.483 -0.03 2.84 3.94 -0.1401
P 1.663 1.061 -1.040 1.20 -0.98 -0.60 0.5475
H 0.506 1.738 -0.891 -1.38 1.24 0.13 -0.2381
C 1.160 -0.297 0.084 2.09 2.05 0.90 -1.0432
P 2.142 0.632 1.057 -0.76 -0.65 -0.06 0.6683
H 0.962 -2.150 -0.819 0.43 -0.03 -0.34 0.0877
H -0.516 -1.364 -0.579 -0.15 0.40 -0.32 -0.0093
P -2.274 0.590 -0.593 0.19 1.10 1.69 0.7501
H 0.206 -2.137 0.694 0.22 -0.39 1.61 0.0608
C -2.114 1.415 0.717 -0.39 -3.80 -5.62 -0.4510
C 0.454 -1.503 -0.112 -1.41 -1.78 -1.30 -0.2325
```
Positions in Å, forces in eV/Å.

Summary:
- Energy relative to the best compared isomer or geometry (same formula, charge and spin): 63.89 kcal per mole
- Multiplicity: 1
- Gap between HOMO and LUMO: 8.51 eV
- SMILES: CC1=P#[PH]1.C#P

=====

Record 4
Below is the molecule C3H5PS at a distorted geometry, with properties calculated with wB97M-V/def2-TZVPD.

Geometry as XYZ:
```
10
Properties=species:S:1:pos:R:3:forces:R:3:lowdin_charge:R:1
C -1.032 0.163 0.065 -1.67 0.49 -0.06 -0.6168
C 0.246 -0.413 0.660 -0.71 0.31 2.04 -0.1647
H -0.094 -1.321 1.116 0.89 -1.28 -0.66 0.0799
H 0.251 -0.663 -1.560 -0.02 -2.30 -2.01 0.0596
H 0.785 0.139 1.451 -0.33 0.18 -0.93 0.1153
P -2.569 -0.802 -0.220 -1.87 1.56 0.60 0.5180
S -4.195 0.443 0.141 3.06 -1.96 -0.58 -0.0025
H -1.378 1.148 0.302 0.54 0.75 0.00 0.0485
H 0.588 0.951 -1.018 0.44 -0.58 0.32 0.1199
C 0.228 -0.053 -0.752 -0.33 2.82 1.27 -0.1570
```
Positions in Å, forces in eV/Å.

Summary:
- Energy relative to the best compared isomer or geometry (same formula, charge and spin): 27.14 kcal per mole
- Multiplicity: 1
- Gap between HOMO and LUMO: 7.30 eV
- SMILES: S=PC1CC1

=====

Record 5
Below is a cluster of 2 separate species, C3H6 in total at a distorted geometry, with properties calculated with wB97M-V/def2-TZVPD.

Geometry as XYZ:
```
9
Properties=species:S:1:pos:R:3:forces:R:3:lowdin_charge:R:1
H -1.231 1.545 -0.410 0.35 0.81 -0.90 0.0113
H -1.130 0.703 1.197 -0.48 -0.08 -1.98 0.2343
H -1.124 -0.036 -1.440 0.07 0.38 -0.06 0.0774
C 0.269 0.184 0.173 3.43 -0.92 0.26 -0.4979
C 0.848 -1.050 0.170 0.32 1.51 0.18 -0.0713
H 0.762 0.938 0.824 -0.54 -0.30 -0.19 0.1067
H 0.522 -1.791 -0.530 -0.11 -0.53 -0.04 0.0302
C -0.667 0.682 -0.753 -2.57 -0.53 2.96 0.0701
H 1.752 -1.175 0.771 -0.46 -0.34 -0.26 0.0392
```
Positions in Å, forces in eV/Å.

Summary:
- Energy relative to the best compared isomer or geometry (same formula, charge and spin): 115.05 kcal per mole
- Multiplicity: 1
- Gap between HOMO and LUMO: 6.24 eV

=====

Record 6
Below is a structure of composition C3H6AlNO2S at a distorted geometry, with properties calculated with wB97M-V/def2-TZVPD.

Geometry as XYZ:
```
14
Properties=species:S:1:pos:R:3:forces:R:3:lowdin_charge:R:1
C -0.196 0.173 -0.433 0.40 0.45 -0.69 -0.3937
H -1.219 -1.532 1.430 -0.12 0.48 -0.63 -0.0144
C 1.004 0.558 0.543 -1.00 -0.09 -0.34 -0.0879
S -0.598 -2.301 0.477 -0.38 -0.75 -0.44 1.1763
N -0.252 -1.243 -0.781 0.91 0.75 3.04 -0.2422
H 0.678 -1.515 -1.113 -0.48 -0.57 -0.71 0.0767
O -2.329 1.217 -0.633 0.00 -0.11 -0.27 0.3253
H 0.742 0.349 1.579 0.22 -0.07 0.00 0.1162
H -0.011 0.724 -1.377 -0.51 -0.13 -0.01 0.0876
Al 2.413 0.637 -1.807 0.96 0.49 -1.00 1.2578
H 1.195 1.634 0.439 -0.08 -0.09 0.15 0.1107
C -1.513 0.688 0.111 -0.22 0.59 -0.24 -0.6042
O -1.809 0.620 1.317 0.35 -0.74 0.55 0.2097
H 1.895 -0.010 0.248 -0.06 -0.21 0.59 -0.0178
```
Positions in Å, forces in eV/Å.

Summary:
- Total charge: +2
- Multiplicity: 1
- Gap between HOMO and LUMO: 4.32 eV

=====

no.,electronic energy (Eh)
1,-891.7951
2,-1651.7871
3,-1141.2128
4,-856.7731
5,-117.6886
6,-962.8367